77
Properties=species:S:1:pos:R:3:forces:R:3 method="wB97M-V/def2-TZVPD" de_lowest_kj_mol=71.8 molar_mass_g_mol=1032.42 homo_lumo_gap_ev="6.25 / 6.17" total_charge=-1 e_tot_ev=-76231.0247 multiplicity=2
I 1.391 -5.628 -1.027 0.04 0.00 -0.02
I -2.467 0.178 -4.186 -0.04 0.01 0.01
I -4.345 -6.691 0.266 -0.03 -0.03 0.02
Ru -0.536 -0.763 -1.183 0.23 -0.62 -0.09
O 5.339 -0.092 1.936 -0.06 0.00 0.03
O 0.072 -2.731 -1.599 0.22 -0.07 0.32
O -0.348 -1.373 0.915 -0.12 -0.13 -0.13
O 0.455 1.384 -1.720 -0.08 0.34 -0.17
N -2.325 -1.781 -1.157 -0.30 0.12 0.17
N 1.741 -0.646 -1.017 0.03 0.32 0.21
N 3.451 0.905 2.661 -0.07 -0.07 0.04
N -1.618 2.077 -1.046 0.05 -0.10 0.05
N -1.572 0.859 -0.356 -0.13 0.15 -0.03
C -1.581 -5.763 -0.435 0.05 -0.04 0.01
C 3.572 -0.025 0.378 0.11 0.03 -0.01
C -3.197 -3.971 -0.580 -0.07 -0.02 0.03
C -3.259 1.943 1.007 0.01 0.04 0.01
C -1.246 5.522 -3.429 -0.01 0.00 0.00
C -2.143 -3.117 -0.942 0.18 0.02 -0.05
C -0.669 -0.621 -3.229 -0.06 0.03 -0.02
C 2.265 -0.442 0.189 -0.06 -0.05 -0.08
C -4.487 -3.394 -0.519 -0.01 -0.06 0.00
C 4.389 0.101 -0.739 -0.02 0.05 0.03
C -0.785 -3.570 -1.140 -0.17 0.20 -0.14
C 1.010 0.887 3.197 -0.03 0.01 -0.03
C -0.547 -4.907 -0.843 -0.09 -0.05 -0.02
C 4.051 -0.178 4.818 0.00 -0.01 0.02
C -2.874 -5.328 -0.313 0.06 0.10 -0.06
C -1.414 -2.293 2.817 -0.01 0.00 0.04
C -1.406 4.382 -2.658 -0.01 0.00 0.01
C -4.655 -2.073 -0.812 0.08 0.04 -0.03
C 2.512 -0.470 -2.084 -0.02 -0.21 -0.04
C -2.331 0.799 0.697 0.12 -0.04 0.19
C 4.181 0.253 1.720 0.08 -0.03 -0.06
C 2.158 1.556 2.454 0.07 0.14 0.06
C -0.508 2.217 -1.717 0.18 -0.02 -0.05
C -3.536 -1.278 -1.113 -0.07 -0.05 -0.10
C -0.365 3.466 -2.533 -0.03 0.02 0.00
C -2.326 -0.297 1.625 -0.05 -0.04 -0.08
C 0.995 4.850 -3.965 0.00 -0.01 0.00
C 3.851 -0.127 -1.991 -0.03 -0.01 0.00
C 4.080 1.084 3.967 -0.06 0.01 -0.02
C -1.349 -1.264 1.708 0.06 0.10 0.04
C 0.833 3.706 -3.194 0.00 0.01 0.01
C -0.044 5.761 -4.085 0.00 0.00 0.00
H 2.265 2.585 2.813 -0.03 0.02 -0.04
H -2.250 -2.975 2.640 0.01 -0.01 -0.01
H -1.562 -1.832 3.796 -0.01 0.01 -0.02
H -5.632 -1.611 -0.790 -0.01 -0.01 0.00
H 0.082 0.046 -3.646 0.02 0.00 0.03
H -3.990 1.633 1.753 0.00 0.01 0.00
H -0.494 -2.875 2.820 0.00 0.02 0.01
H -5.332 -4.014 -0.252 0.00 0.01 0.00
H 0.078 6.651 -4.691 0.00 0.00 0.00
H 1.952 1.631 1.390 -0.02 -0.08 0.00
H 1.627 2.978 -3.090 0.00 0.00 -0.01
H 3.544 1.892 4.467 0.01 0.00 0.01
H -3.755 2.290 0.102 -0.02 -0.01 0.00
H 0.059 1.327 2.889 0.03 -0.03 0.03
H -0.588 -1.608 -3.685 0.00 0.00 -0.01
H 4.614 -0.972 4.330 0.00 0.00 -0.01
H 2.036 -0.623 -3.043 -0.01 0.03 -0.02
H -2.702 2.798 1.395 0.03 -0.01 -0.01
H -2.064 6.227 -3.525 0.00 0.00 0.00
H -3.102 -0.296 2.379 0.00 -0.02 0.00
H 0.965 -0.180 2.983 -0.01 0.01 -0.03
H -1.341 -6.796 -0.221 0.00 0.00 0.00
H 1.117 1.015 4.277 0.00 -0.01 0.00
H -3.632 -0.221 -1.314 0.01 -0.01 0.01
H 1.934 5.027 -4.477 0.00 0.00 0.00
H 4.502 0.013 5.794 0.01 0.00 0.00
H 1.584 -0.631 1.006 0.03 0.03 0.06
H 5.112 1.402 3.814 0.01 0.00 0.00
H 4.447 -0.023 -2.887 -0.01 -0.01 -0.01
H 3.027 -0.521 4.974 0.00 0.01 -0.01
H -2.337 4.175 -2.147 0.00 0.00 0.00
H 5.424 0.383 -0.601 0.01 -0.01 -0.02


58
Properties=species:S:1:pos:R:3:forces:R:3 method="wB97M-V/def2-TZVPD" de_lowest_kj_mol=0.0 molar_mass_g_mol=473.48 homo_lumo_gap_ev=8.49 e_tot_ev=-44092.5230
O 3.194 2.396 -3.153 0.28 -0.41 0.33
O 3.977 -1.251 -0.026 0.08 -0.10 -0.01
O -4.206 0.296 2.859 0.22 0.36 -0.42
O -1.371 2.121 -0.644 0.02 0.11 -0.01
O -1.863 -3.104 2.463 -0.08 0.07 0.09
O 0.642 -4.747 -0.966 0.10 -0.02 -0.07
N 3.338 0.418 -1.450 -0.31 0.35 -0.27
N -2.538 1.044 1.000 -0.17 -0.38 0.35
N -0.494 -3.638 0.696 0.15 0.42 -0.11
C -3.795 3.122 0.622 0.11 -0.03 -0.06
C 5.624 2.487 -3.416 -0.25 0.09 -0.06
C -4.491 1.507 2.282 0.06 0.05 -0.09
C -3.593 1.916 1.274 -0.23 0.12 0.06
C 1.257 -2.070 0.087 -0.05 0.04 0.00
C 4.465 1.961 -2.874 0.02 -0.08 0.07
C -0.070 -4.763 -0.002 -0.10 -0.43 -0.12
C -1.537 -5.424 1.799 -0.09 -0.11 0.09
C -0.076 -2.321 0.375 0.19 0.35 -0.08
C -5.041 -0.178 3.886 -0.15 -0.15 0.23
C 1.662 -0.782 -0.247 -0.30 -0.08 0.20
C 3.032 3.471 -4.045 -0.09 0.23 -0.19
C -1.358 -3.921 1.740 -0.16 -0.30 0.27
C 0.737 0.253 -0.234 -0.05 -0.10 0.01
C -5.563 2.317 2.612 0.06 -0.24 0.12
C -0.688 -5.975 0.663 0.02 -0.18 -0.02
C -0.592 0.005 0.094 0.18 -0.22 -0.16
C 4.549 0.895 -1.955 0.20 0.13 -0.09
C 3.116 -0.573 -0.549 -0.12 0.04 0.01
C -5.751 3.523 1.950 0.00 0.13 -0.09
C 6.941 0.923 -2.155 0.07 0.15 -0.13
C -1.007 -1.292 0.369 0.13 0.12 -0.05
C -4.874 3.922 0.962 -0.16 0.01 0.13
C 6.859 1.966 -3.055 0.13 -0.08 0.06
C -1.535 1.170 0.095 0.06 -0.10 0.02
C 5.789 0.386 -1.604 -0.07 -0.08 0.07
H 3.409 3.224 -5.043 0.00 0.00 0.06
H 0.112 -6.631 1.007 0.00 0.04 -0.06
H -5.024 4.859 0.449 -0.01 0.08 -0.05
H 5.581 3.303 -4.121 -0.06 0.07 -0.05
H -5.047 0.502 4.744 0.00 -0.01 -0.05
H -6.259 2.021 3.381 -0.03 -0.07 0.07
H -2.597 -5.658 1.694 0.03 0.06 0.03
H -6.592 4.145 2.218 -0.07 0.05 0.02
H -2.536 0.232 1.604 0.15 0.10 -0.12
H -2.044 -1.515 0.568 -0.06 0.00 0.03
H 7.755 2.387 -3.487 0.07 0.03 -0.04
H 3.530 4.374 -3.680 -0.01 -0.05 -0.01
H -1.266 -6.529 -0.078 0.07 0.05 -0.02
H -4.615 -1.134 4.186 -0.08 0.06 0.03
H 1.019 1.274 -0.444 0.03 0.08 -0.04
H 2.535 0.889 -1.846 0.05 -0.18 0.11
H 1.958 3.647 -4.098 0.09 0.04 -0.04
H -6.066 -0.330 3.533 0.05 0.03 0.01
H -1.223 -5.777 2.781 -0.04 0.07 -0.01
H 5.840 -0.428 -0.900 -0.02 -0.02 0.02
H -3.103 3.423 -0.147 0.03 -0.01 -0.02
H 1.991 -2.860 0.101 0.04 -0.05 0.02
H 7.902 0.521 -1.875 0.08 -0.04 0.03


18
Properties=species:S:1:pos:R:3:forces:R:3 method="wB97M-V/def2-TZVPD" de_lowest_kj_mol=141.0 molar_mass_g_mol=158.20 homo_lumo_gap_ev=7.20 total_charge=-1 e_tot_ev=-22771.6151
S 0.872 1.394 -1.713 1.39 0.65 0.03
O 0.837 -1.911 -1.407 0.66 -0.41 0.52
O 1.987 -0.638 0.189 0.43 -0.57 -0.71
N 0.230 0.449 0.864 -3.76 2.37 1.25
C -2.265 -1.199 0.659 0.32 1.28 -0.05
C 1.565 0.670 0.825 0.37 -1.30 -2.69
C -0.201 -0.142 -0.239 0.78 1.83 2.57
C 2.014 1.774 -0.233 -3.01 1.06 -1.00
C 0.875 -1.003 -0.608 2.19 -0.53 -0.72
C -1.651 -0.440 -0.525 2.39 -1.55 0.88
H 3.077 2.062 -0.412 -0.64 -1.27 -0.02
H -3.316 -0.922 0.710 -0.12 -0.26 0.36
H -1.507 -1.133 -1.339 -0.95 0.18 -0.92
H 1.952 1.032 1.748 0.92 -1.07 1.11
H -2.148 -2.233 0.477 -0.09 -1.30 0.04
H -2.162 0.452 -0.686 -0.82 1.39 -0.83
H -1.710 -0.932 1.563 -0.47 0.02 0.02
H 1.550 2.720 0.127 0.42 -0.53 0.15


13
Properties=species:S:1:pos:R:3:forces:R:3 method="wB97M-V/def2-TZVPD" de_lowest_kj_mol=86.8 molar_mass_g_mol=63.10 homo_lumo_gap_ev=10.90 e_tot_ev=-5756.6233
O -2.301 0.411 -1.443 -0.13 -0.31 -0.37
N 5.548 -1.319 1.413 -0.11 -0.35 0.67
C -2.836 1.547 -0.809 -1.01 -0.71 -0.39
C -1.920 -0.561 -0.496 0.26 0.63 -0.11
H -1.350 -0.054 0.289 0.19 -0.27 0.19
H -2.804 -1.012 -0.033 0.11 -0.26 -0.08
H 4.900 -1.545 0.679 0.07 0.18 -0.43
H 4.979 -1.092 2.220 0.13 0.04 0.06
H -3.470 2.055 -1.542 0.63 0.39 -0.04
H -2.010 2.125 -0.405 -0.24 0.51 0.24
H -3.577 1.232 -0.056 0.45 0.17 0.35
H -1.275 -1.272 -1.015 -0.26 -0.15 0.22
H 6.114 -0.515 1.197 -0.09 0.14 -0.30


21
Properties=species:S:1:pos:R:3:forces:R:3 method="wB97M-V/def2-TZVPD" de_lowest_kj_mol=38.4 molar_mass_g_mol=102.18 homo_lumo_gap_ev=11.20 e_tot_ev=-8496.4938
O -2.926 0.688 -0.047 -0.06 0.42 0.30
C 1.426 -0.585 -0.296 -0.03 0.38 -0.10
C 0.073 0.078 -0.004 0.02 -0.41 0.14
C -2.327 -0.324 -0.820 0.27 -0.50 -0.16
C 0.045 0.667 1.408 0.01 0.14 -0.28
C 2.601 0.384 -0.246 -0.10 -0.24 0.02
C -1.070 -0.936 -0.191 -0.22 0.39 -0.20
H -0.747 -1.746 -0.848 0.02 -0.08 -0.02
H 1.386 -1.032 -1.292 -0.03 -0.09 0.02
H -0.963 0.961 1.690 -0.07 0.02 0.09
H 0.687 1.541 1.481 0.08 0.08 0.10
H 2.755 0.767 0.759 0.07 0.09 0.09
H 3.514 -0.118 -0.559 0.13 0.04 -0.01
H -0.057 0.891 -0.731 0.00 0.01 -0.04
H -2.081 0.060 -1.822 -0.03 -0.10 0.06
H 1.589 -1.392 0.423 -0.05 -0.12 0.00
H -1.332 -1.373 0.774 -0.01 -0.10 0.05
H -3.094 -1.095 -0.929 0.07 0.05 -0.08
H 2.429 1.226 -0.914 0.02 0.12 -0.06
H 0.390 -0.075 2.126 0.02 -0.09 0.12
H -2.298 1.414 0.039 -0.10 -0.02 -0.01


14
Properties=species:S:1:pos:R:3:forces:R:3 method="wB97M-V/def2-TZVPD" de_lowest_kj_mol=389.3 molar_mass_g_mol=212.01 homo_lumo_gap_ev="7.83 / 6.62" total_charge=+1 e_tot_ev=-15887.9542
I -3.146 2.263 0.013 1.85 -0.09 0.34
O -1.426 -0.275 -0.054 -0.84 0.38 -1.09
N -0.179 -1.568 0.481 -0.65 -0.91 4.98
C 0.767 0.315 -0.568 0.35 -0.25 1.19
C -1.005 1.965 0.007 -2.16 4.79 -1.66
C -0.630 0.682 -0.285 0.35 -1.65 0.57
C 1.068 -1.013 0.127 0.60 -1.28 -3.15
H -0.249 -2.532 0.329 -0.72 -1.82 -1.27
H 1.360 1.051 -0.116 1.04 1.29 0.37
H -0.416 -1.530 1.555 0.57 0.45 -2.65
H 1.564 -0.823 1.006 1.76 0.32 1.84
H -0.484 2.991 -0.362 -0.85 -2.93 1.19
H 1.674 -1.733 -0.595 -1.30 1.50 1.72
H 1.102 0.205 -1.538 -0.01 0.21 -2.38